{"formula": "C18H41FN4O9P2", "method": "ωB97M-V/def2-TZVPD", "symbols": ["N", "P", "C", "C", "C", "C", "O", "F", "C", "O", "N", "C", "P", "O", "O", "O", "H", "H", "H", "H", "H", "H", "H", "H", "H", "H", "H", "C", "O", "C", "C", "N", "C", "C", "O", "C", "H", "H", "H", "H", "H", "H", "H", "H", "H", "H", "H", "H", "H", "H", "H", "C", "O", "C", "C", "N", "C", "C", "O", "C", "H", "H", "H", "H", "H", "H", "H", "H", "H", "H", "H", "H", "H", "H", "H"], "coordinates": [[6.24468, 0.49877, -1.64802], [4.84888, -0.30076, -1.43887], [4.45450, -1.06916, -3.13313], [5.37650, -2.29123, -3.67649], [6.97529, -2.11085, -3.69318], [7.59255, -3.03836, -2.51383], [8.01085, -2.58260, -1.42376], [7.64798, -4.48337, -2.64236], [4.60400, -2.50880, -5.09649], [5.03816, -2.92536, -6.19583], [3.16911, -2.09684, -4.89617], [3.02252, -1.74552, -3.41675], [1.43320, -0.80810, -3.02207], [1.68851, 0.60022, -2.47666], [0.59401, -0.60509, -4.51926], [0.48200, -1.80722, -2.02525], [6.11307, 1.50429, -1.40688], [5.06582, -1.29617, -0.44719], [3.85259, 0.61698, -0.97802], [4.67164, -0.24341, -3.91473], [5.16047, -3.31514, -3.16966], [7.32545, -1.02410, -3.61785], [7.33023, -2.49940, -4.72661], [3.18836, -1.12122, -5.27952], [3.07758, -2.78340, -2.89633], [-0.35832, -0.83830, -4.40569], [0.80115, -2.74233, -2.09786], [-6.15928, -1.62468, 1.91630], [-5.70258, -1.63684, 0.57241], [-4.98134, -0.45618, 0.21318], [-3.50375, -0.78065, -0.01849], [-2.83280, -1.12122, 1.23566], [-1.49834, -1.69756, 1.05316], [-1.40575, -3.04873, 0.32822], [-1.97577, -4.13506, 1.05149], [-3.37499, -4.29612, 0.87345], [-6.81364, -2.48682, 2.05938], [-5.32190, -1.71312, 2.61436], [-6.72912, -0.71607, 2.13023], [-5.10562, 0.34214, 0.95376], [-5.41130, -0.09894, -0.72775], [-3.00957, 0.08570, -0.47070], [-3.45823, -1.61330, -0.73009], [-3.40018, -1.79070, 1.74511], [-1.07666, -1.82590, 2.05547], [-0.86422, -0.96766, 0.53704], [-0.34127, -3.28826, 0.23038], [-1.79755, -3.00957, -0.69396], [-3.70903, -3.98756, -0.12080], [-3.91772, -3.74770, 1.64589], [-3.61294, -5.35429, 1.00253], [-1.22804, 2.71461, 0.08528], [-2.31460, 3.11986, 0.90399], [-2.62455, 2.17699, 1.93464], [-2.28330, 2.75552, 3.30963], [-0.83672, 2.87043, 3.49162], [-0.44909, 3.65812, 4.66480], [-0.83536, 5.14538, 4.67568], [-0.15632, 5.92733, 3.69761], [-0.76092, 5.92521, 2.41337], [-1.15458, 3.41321, -0.75055], [-0.28655, 2.74811, 0.64070], [-1.38948, 1.70944, -0.31465], [-2.13119, 1.21280, 1.77139], [-3.70425, 2.00341, 1.88760], [-2.69651, 2.10595, 4.08817], [-2.77025, 3.73505, 3.38403], [-0.43212, 3.30679, 2.66978], [0.64189, 3.59523, 4.73363], [-0.84844, 3.17550, 5.56392], [-0.52352, 5.55155, 5.64377], [-1.91778, 5.30330, 4.62124], [-1.84859, 5.82628, 2.46262], [-0.33280, 5.13164, 1.79764], [-0.52414, 6.87383, 1.92629]], "lowdin_charge": [-0.340, 0.759, -0.350, -0.193, -0.038, -0.285, 0.078, -0.006, -0.314, 0.076, 0.026, -0.348, 0.676, -0.338, -0.185, -0.188, -0.036, 0.003, 0.009, 0.147, 0.162, 0.124, 0.136, 0.129, 0.138, 0.081, 0.084, -0.111, -0.196, -0.200, -0.199, -0.053, -0.187, -0.231, -0.176, -0.096, 0.090, 0.077, 0.088, 0.108, 0.123, 0.108, 0.103, 0.071, 0.124, 0.109, 0.110, 0.102, 0.089, 0.070, 0.089, -0.106, -0.195, -0.207, -0.203, -0.053, -0.198, -0.222, -0.181, -0.100, 0.092, 0.080, 0.067, 0.098, 0.109, 0.122, 0.101, 0.066, 0.117, 0.116, 0.119, 0.108, 0.089, 0.069, 0.088], "smiles": "N=[PH2][C@H]1[C@H](CC(=O)F)C(=O)N[C@@H]1P(=O)(O)O.COCCNCCOC.COCCNCCOC", "homo_ev": -8.612, "homo_lumo_gap_ev": 8.23, "mol_weight_g_mol": 538.49}



{"formula": "C17H21NO3", "method": "ωB97M-V/def2-TZVPD", "symbols": ["C", "O", "C", "C", "H", "H", "C", "N", "C", "C", "C", "O", "H", "C", "H", "C", "C", "C", "C", "C", "C", "C", "H", "H", "H", "H", "H", "C", "C", "O", "H", "H", "H", "H", "H", "H", "H", "H", "H", "H", "H", "H"], "coordinates": [[5.22191, 2.82456, -0.83801], [5.35425, 1.76644, 0.07303], [4.54971, 0.65647, -0.25063], [4.76732, -0.42459, 0.80202], [5.82581, -0.68364, 0.82511], [4.49121, -0.02433, 1.77795], [3.93990, -1.67744, 0.50585], [2.54388, -1.38988, 0.64988], [1.74196, -1.50088, -0.33299], [0.33714, -1.19263, -0.20289], [-0.16218, -0.73730, 0.99318], [0.59493, -0.57689, 2.05342], [1.54074, -0.85326, 1.79375], [-1.60512, -0.38697, 1.16979], [-1.68747, 0.41579, 1.90527], [-2.23798, 0.01217, -0.16576], [-3.70956, 0.30867, -0.01594], [-4.20287, 1.57060, -0.32000], [-5.55102, 1.85601, -0.19144], [-6.42791, 0.87909, 0.24529], [-5.94769, -0.38299, 0.55102], [-4.60019, -0.66504, 0.42114], [-4.24488, -1.65666, 0.66158], [-6.62608, -1.15153, 0.89146], [-7.48026, 1.09861, 0.34638], [-5.91630, 2.84321, -0.43334], [-3.52439, 2.33903, -0.66284], [-1.98881, -1.10541, -1.17960], [-0.51042, -1.38053, -1.37972], [-0.07548, -1.75561, -2.44997], [-2.43218, -0.86331, -2.14708], [-2.44543, -2.03638, -0.83182], [-1.73619, 0.91778, -0.52544], [-2.12190, -1.25855, 1.58289], [2.06386, -1.83963, -1.32209], [4.19182, -2.44746, 1.24246], [4.17715, -2.05742, -0.49966], [3.48862, 0.95344, -0.27764], [4.81750, 0.27420, -1.24968], [5.88011, 3.61867, -0.49180], [5.51760, 2.51946, -1.85012], [4.18889, 3.19415, -0.87300]], "nbo_charge": [-0.244, -0.538, -0.060, -0.413, 0.214, 0.213, -0.225, -0.509, 0.166, -0.404, 0.525, -0.650, 0.514, -0.468, 0.241, -0.245, 0.069, -0.226, -0.204, -0.216, -0.203, -0.237, 0.205, 0.214, 0.214, 0.214, 0.208, -0.497, 0.589, -0.574, 0.240, 0.224, 0.213, 0.232, 0.194, 0.207, 0.176, 0.164, 0.157, 0.194, 0.163, 0.163], "smiles": "COCCC/N=C/C1=C(O)C[C@H](c2ccccc2)CC1=O", "de_lowest_ev": 1.460, "homo_ev": -8.934, "homo_lumo_gap_ev": 9.55, "mol_weight_g_mol": 287.36}



{"formula": "C2H4O2P", "method": "ωB97M-V/def2-TZVPD", "symbols": ["C", "C", "O", "O", "P", "H", "H", "H", "H"], "coordinates": [[0.08636, -0.50769, -0.71064], [0.54064, 0.19538, 0.59633], [-1.11721, 0.00271, -1.15059], [-0.61989, 0.80954, 1.14497], [-1.92388, 0.95757, 0.40410], [0.82677, -0.34896, -1.50331], [-0.01532, -1.58934, -0.54732], [0.94695, -0.51042, 1.32589], [1.27559, 0.99121, 0.44056]], "nbo_charge": [-0.123, -0.099, -0.662, -0.752, 1.713, 0.237, 0.206, 0.245, 0.235], "de_lowest_ev": 1.888, "homo_ev": -15.801, "charge": 1, "homo_lumo_gap_ev": 8.17, "mol_weight_g_mol": 91.03}



{"formula": "C5H28NO11", "method": "ωB97M-V/def2-TZVPD", "symbols": ["O", "C", "C", "N", "C", "C", "C", "O", "H", "H", "H", "H", "H", "H", "H", "H", "H", "H", "H", "H", "O", "H", "H", "O", "H", "H", "O", "H", "H", "O", "H", "H", "O", "H", "H", "O", "H", "H", "O", "H", "H", "O", "H", "H", "O"], "coordinates": [[-1.02495, -0.55941, 0.12773], [-1.72283, 0.23742, -0.72839], [-0.76466, 0.45452, -1.87650], [0.68242, 0.34208, -1.63242], [1.47970, -0.04410, -2.96665], [0.35670, -0.54271, -3.86741], [-0.99743, -0.48304, -3.17941], [-2.81507, 0.67281, -0.57053], [-1.44746, -0.82834, 0.96352], [-0.98364, 1.49810, -2.17120], [0.95386, 1.24999, -1.16812], [0.87362, -0.40651, -0.90585], [2.14060, 0.75639, -3.32802], [2.14710, -0.79623, -2.53399], [0.57919, 0.03000, -4.80843], [0.66887, -1.53765, -4.17894], [-1.14836, -1.47734, -2.82504], [-1.80051, -0.23860, -3.90048], [-1.02548, 2.50833, -0.08331], [-0.64697, 3.58627, -1.04807], [-0.24616, 2.90348, -0.49643], [-3.14352, -2.38574, 2.37192], [-2.47332, -2.89041, 1.13755], [-2.28965, -2.34677, 1.91450], [1.05978, -2.46553, -0.53669], [2.53065, -1.72783, 0.07067], [1.81255, -1.86198, -0.55683], [0.29069, -3.54721, 2.34172], [1.58240, -3.27591, 3.04603], [1.20420, -3.29554, 2.15915], [3.64351, 3.19320, -1.64046], [3.72571, 1.80148, -1.80744], [3.01161, 2.46119, -1.73462], [2.73383, 0.04655, 2.50110], [1.56927, -0.64599, 1.72766], [2.53471, -0.61691, 1.83494], [-3.36431, 0.49913, 2.76148], [-2.58939, 1.68558, 2.27401], [-2.48025, 0.74329, 2.43836], [-0.71951, -1.26897, 2.85638], [-0.91129, 0.13487, 2.81239], [-0.18562, -0.49117, 2.62798], [1.46170, 2.22295, 3.80035], [0.38412, 1.62577, 2.97952], [0.71322, 2.49337, 3.25216]], "nbo_charge": [-0.746, 0.790, -0.165, -0.586, -0.197, -0.456, -0.395, -0.551, 0.544, 0.246, 0.486, 0.488, 0.241, 0.243, 0.237, 0.239, 0.212, 0.258, 0.468, 0.486, -0.937, 0.493, 0.493, -0.965, 0.518, 0.550, -1.020, 0.463, 0.481, -0.942, 0.484, 0.466, -0.945, 0.480, 0.504, -0.986, 0.496, 0.496, -0.962, 0.488, 0.494, -0.993, 0.468, 0.462, -0.930], "de_lowest_ev": 0.177, "homo_ev": -13.644, "charge": 1, "homo_lumo_gap_ev": 10.94, "mol_weight_g_mol": 278.28}



{"formula": "C17H29ClInNO2P2", "method": "ωB97M-V/def2-TZVPD", "symbols": ["C", "C", "N", "C", "C", "C", "C", "P", "In", "P", "C", "C", "C", "C", "C", "C", "C", "O", "O", "H", "H", "H", "C", "C", "H", "H", "H", "H", "C", "C", "H", "H", "H", "H", "H", "H", "H", "H", "H", "H", "H", "H", "H", "H", "H", "H", "H", "H", "H", "H", "H", "H", "Cl"], "coordinates": [[-1.59912, 0.14136, -3.76976], [-1.26891, -0.37755, -2.52534], [-1.49728, 0.33458, -1.40617], [-2.22578, 1.45007, -1.42992], [-2.79613, 1.87958, -2.61281], [-2.45359, 1.22993, -3.81468], [-0.58245, -1.75421, -2.43185], [0.06588, -2.22974, -0.75296], [-1.19624, -0.73141, 0.88567], [-1.29995, 1.81212, 1.16330], [-2.45716, 2.25554, -0.17801], [0.46583, -1.06210, 2.42177], [0.16488, -2.05912, 3.32994], [1.02770, -2.33856, 4.40953], [2.22018, -1.59147, 4.52961], [2.53015, -0.60326, 3.58468], [1.66607, -0.35447, 2.50365], [3.37672, 0.66840, -4.12301], [1.73511, 2.99103, -1.19688], [-1.45969, -0.51014, -4.64982], [-3.34725, 2.81579, -2.60186], [-2.93859, 1.53740, -4.75217], [-0.53272, -3.91262, -0.85646], [1.91408, -2.27216, -0.76688], [-2.38134, 3.33441, -0.38909], [-3.48077, 2.10185, 0.19060], [0.02999, -2.01242, -3.31334], [-1.41013, -2.48199, -2.55212], [-2.04374, 2.28300, 2.75566], [0.07583, 2.97761, 1.00082], [-0.75797, -2.64422, 3.22041], [0.77576, -3.11913, 5.13470], [2.88058, -1.78786, 5.36775], [3.46563, -0.03267, 3.68886], [1.94451, 0.38112, 1.74158], [2.42151, 2.32396, -0.89788], [2.07013, 3.89984, -1.16949], [3.29973, 0.04787, -3.36857], [2.50820, 0.88367, -4.54739], [4.67711, 1.15147, -0.50477], [-0.31107, -4.22823, -1.87426], [-0.02398, -4.52930, -0.13010], [-1.60710, -3.85045, -0.67091], [2.23557, -3.25420, -1.16933], [2.39206, -1.41869, -1.29619], [2.27588, -2.19459, 0.27837], [-0.23219, 4.03120, 1.02524], [0.79724, 2.82702, 1.80223], [0.58885, 2.73843, 0.05610], [-2.34385, 3.34836, 2.75369], [-2.89891, 1.62043, 2.96047], [-1.28040, 2.11623, 3.53391], [-3.17887, -1.83177, 1.41353]], "nbo_charge": [-0.247, 0.260, -0.504, 0.245, -0.241, -0.118, -0.752, 0.948, 1.093, 0.966, -0.769, -0.359, -0.298, -0.212, -0.230, -0.194, -0.306, -0.954, -1.011, 0.230, 0.227, 0.233, -0.938, -0.950, 0.258, 0.267, 0.265, 0.251, -0.942, -0.980, 0.204, 0.211, 0.213, 0.225, 0.223, 0.518, 0.483, 0.481, 0.463, -0.864, 0.234, 0.256, 0.258, 0.241, 0.279, 0.282, 0.235, 0.260, 0.316, 0.242, 0.249, 0.266, -0.516], "de_lowest_ev": 4.032, "homo_ev": -4.409, "homo_lumo_gap_ev": 3.85, "mol_weight_g_mol": 491.64}